[1]
# C3H4BrNS

2 unconnected molecules or ions with the total composition C3H4BrNS in a non-equilibrium geometry (ωB97M-V/def2-TZVPD, the OMol25 dataset).

Results
ΔE to the lowest compared entry with this formula, charge and spin (kcal/mol): 67.22
Max |F| (hartree/bohr): 0.078
SMILES: [S-][N+]#CBr.C=C
HOMO (eV): -8.525

Geometry as XYZ:
```
10
Properties=species:S:1:pos:R:3:forces:R:3:lowdin_charge:R:1
N 1.857583 -1.196596 -0.003153 1.7918 3.5011 0.8182 -0.705
C -1.464123 -0.076333 -0.460583 -0.0879 -0.1871 -0.1909 -0.082
H -1.280032 0.688539 1.477246 -0.0135 -0.0486 0.1657 0.051
C -1.180044 0.862918 0.417175 -0.0424 0.2093 0.2441 -0.121
S 1.617782 -2.712170 -0.005345 -0.7425 -2.3709 -0.2431 0.594
H -1.809863 -1.050457 -0.151539 0.0129 -0.1380 0.0517 0.048
H -1.375515 0.085062 -1.523959 0.0282 0.0613 -0.1403 0.050
H -0.850906 1.849534 0.129782 0.0048 0.0818 -0.1159 0.019
Br 2.183175 1.659116 -0.053641 0.1864 0.3218 -0.0160 0.822
C 2.301939 -0.109613 0.174019 -1.1378 -1.4308 -0.5735 -0.677
```
Forces are in eV/Å.


[2]
# C2H4O2P

A gas-phase ion, C2H4O2P (charge +1) in a non-equilibrium geometry (ωB97M-V/def2-TZVPD, the OMol25 dataset).

Results
ΔE to the lowest compared entry with this formula, charge and spin (kcal/mol): 0.43
Net charge: +1
Max |F| (hartree/bohr): 0.026
HOMO (eV): -17.261

Geometry as XYZ:
```
9
Properties=species:S:1:pos:R:3:forces:R:3:lowdin_charge:R:1
H 1.387022 -0.670540 -0.764180 -0.1356 0.1067 0.1702 0.148
C -0.656469 0.101389 -0.554786 -0.7951 -0.2105 0.9366 -0.033
H -0.978716 -0.684295 -1.235194 0.0190 0.0361 0.1672 0.138
O -1.372607 -0.201664 0.793374 0.0780 0.2713 -1.3024 -0.293
H 1.311496 1.050269 -0.321845 -0.1353 -0.1925 0.0771 0.147
C 0.828715 0.076878 -0.193540 0.3716 0.3350 -1.1170 -0.153
P -0.406640 -0.471956 1.960455 0.0612 0.0335 -0.0720 1.191
O 0.925029 -0.269436 1.189038 0.5038 -0.2784 1.0092 -0.282
H -1.037830 1.069355 -0.873322 0.0325 -0.1013 0.1311 0.138
```
Forces are in eV/Å.


[3]
# C37H44CsF6N5O8S3Si

A molecular structure, C37H44CsF6N5O8S3Si in a non-equilibrium geometry (ωB97M-V/def2-TZVPD, the OMol25 dataset).

Results
ΔE to the lowest compared entry with this formula, charge and spin (kcal/mol): 61.93
Net charge: -2
Max |F| (hartree/bohr): 0.048
HOMO (eV): -1.304

Geometry as XYZ:
```
105
Properties=species:S:1:pos:R:3:forces:R:3:lowdin_charge:R:1
H -6.730723 -1.748321 0.692786 0.0031 -0.0027 0.0055 0.092
H -4.031591 4.466655 1.005762 -0.0290 -0.0109 -0.0055 0.077
O 0.822307 2.444863 3.722806 0.2793 0.1591 -0.0477 -0.124
C -1.779397 -1.366843 4.286260 0.0984 0.0267 0.0591 -0.026
C -0.027858 0.095732 -4.132409 0.2654 -0.2400 0.0669 0.003
H 3.385694 1.509638 3.585168 -0.0256 -0.0064 -0.0052 0.078
C -1.451189 -1.761157 -4.602526 -0.0775 0.1760 0.0287 -0.042
H -5.155272 3.015746 -3.922230 0.0144 -0.0129 0.0040 0.075
C -0.710560 -0.272961 4.367662 -0.1195 -0.1260 0.1372 -0.652
H -2.431578 -2.204412 -4.711104 -0.0170 0.0166 0.0000 0.103
O 2.674162 -3.405866 0.871443 0.1262 0.0165 0.4557 -0.275
S 2.574585 -3.414673 -0.555559 0.5866 -0.4413 -0.2423 0.533
H 3.954939 2.798091 2.508073 -0.0022 0.0214 0.0097 0.078
H 0.898651 4.927603 2.781296 0.0133 -0.0155 0.0046 0.085
H 3.407491 4.348961 4.583727 0.0213 0.0064 -0.0124 0.074
H 2.975303 -2.247655 -4.222878 -0.0306 -0.0033 0.0052 0.121
C -1.302538 -0.411048 -4.316984 -0.1506 -0.1399 -0.0028 -0.039
H -2.753886 -0.951937 4.551858 0.0082 0.0125 0.0012 0.082
C 1.045030 -0.780564 -4.251882 -0.4369 -0.2422 -0.0839 -0.210
H 2.585063 4.890367 2.205539 0.0281 0.0117 0.0046 0.078
H -2.519284 5.205214 1.586385 -0.0144 -0.0239 -0.0059 0.077
H -3.142109 4.261837 3.886757 0.0063 -0.0204 -0.0127 0.077
C -2.962408 4.301692 1.158472 0.0388 -0.0629 0.0978 -0.030
H -2.827910 3.913739 -3.816953 -0.0357 -0.0266 0.0231 0.079
N 2.665121 0.928264 -3.877499 -0.0121 -0.2495 -0.0780 -0.238
H -2.594682 1.627726 0.530313 0.0404 -0.0333 -0.0621 0.062
H -0.264199 -0.488260 6.494513 -0.0071 -0.0080 -0.0084 0.076
H -4.530442 3.325415 3.284132 -0.0178 0.0071 -0.0105 0.075
C 2.438368 -0.320817 -4.038708 0.3946 0.1883 -0.0654 -0.371
C -2.117739 2.294257 -2.581889 0.0129 0.0994 -0.0908 -0.205
H 7.565092 -2.790240 -5.081305 0.0031 0.0000 0.0019 0.094
C 6.927305 -1.959668 -4.806455 -0.0015 0.0271 0.0078 -0.108
H -1.839725 -1.752296 3.266443 0.0022 0.0171 0.0059 0.084
F 4.237455 -4.223292 -2.467601 -0.0918 -0.0573 -0.0120 0.120
H 2.679018 2.978568 5.447195 -0.0117 -0.0032 -0.0094 0.076
O 0.378251 1.243724 1.310885 0.1761 1.4830 1.2287 -0.646
F 5.160550 -3.135196 -0.852215 -0.0634 0.0648 0.0916 0.135
C -5.737823 -1.670843 0.263134 0.0654 -0.0462 -0.0027 -0.099
H 0.139249 1.123694 -3.845771 -0.0270 -0.0130 -0.0371 0.103
Cs 0.410518 -0.782054 -0.063073 -0.8433 2.1311 -0.6169 1.393
C -3.446867 3.316306 3.429232 0.0910 0.0267 -0.1093 -0.035
H -3.185500 2.501298 4.105259 0.0054 -0.0173 0.0015 0.073
N 1.680432 -4.584936 -1.137335 0.0159 -0.0467 0.0042 -0.284
H -1.105809 2.710679 -2.591368 -0.0525 0.0015 0.0038 0.072
S 4.227630 1.466357 -3.519746 0.0674 0.0176 0.0916 0.953
C 4.730825 -1.126147 -4.253375 0.2243 0.0488 -0.0787 -0.241
H -1.549458 -2.195212 4.961790 0.0027 -0.0090 0.0014 0.079
F 0.161443 -4.720939 1.936070 0.0546 0.0523 -0.0619 0.135
C -3.086336 2.994723 -3.291863 0.0063 0.0667 -0.0514 -0.141
F -1.160952 -6.090907 0.926964 0.0129 0.0533 -0.0646 0.115
C 6.624882 0.358634 -4.273400 -0.0376 0.0175 -0.0120 -0.123
C 5.272876 0.150278 -4.066229 0.0026 -0.0665 -0.0158 -0.461
F 0.973180 -6.444050 0.911286 -0.0467 0.0184 -0.0505 0.120
O 2.383713 -2.155916 -1.209571 1.0382 -0.3525 -0.7556 -0.495
C -0.320768 -2.553672 -4.695113 -0.0218 -0.1608 -0.0014 -0.139
C 2.487653 3.776409 4.726323 -0.0662 -0.0293 -0.1272 -0.047
H 1.404015 -0.062915 3.967605 0.0236 0.0035 0.0021 0.073
O -0.652226 -5.217284 -1.651518 -0.1118 -0.1595 -0.1205 -0.271
C 3.074077 2.235562 2.828883 -0.1386 0.0277 0.1222 -0.035
O -0.190285 -3.159278 -0.330925 -1.0585 -2.2178 -0.1101 -0.645
O -1.319572 3.100105 2.357671 -0.2625 0.0590 0.0901 -0.104
C 1.694639 4.286529 2.397240 -0.0394 -0.0820 0.0894 -0.039
N 3.374419 -1.330929 -4.068988 -0.2411 0.1134 0.1437 0.121
F 4.551732 -5.188273 -0.550063 -0.1016 0.1189 -0.0926 0.126
H -3.122363 0.985101 2.092102 0.0022 -0.1058 0.0975 0.078
H -2.501549 4.103943 0.189473 0.0142 0.0003 0.0100 0.083
H 0.597758 -1.236132 2.925515 -0.0293 -0.0067 0.0507 0.053
H -4.238790 1.938074 1.099536 -0.0236 0.0203 -0.0117 0.088
N -3.191583 -1.413527 -0.795293 0.1080 -0.0371 -0.1968 0.132
C 0.036436 -5.489487 0.858438 -0.0093 -0.0302 -0.0368 -0.649
H 7.031366 1.353978 -4.135996 -0.0035 0.0064 -0.0074 0.097
H 8.521470 -0.521550 -4.760251 -0.0003 -0.0050 0.0010 0.090
C -2.349496 1.099857 -1.875633 0.1024 -0.0103 0.3030 -0.091
H -5.710390 0.970420 -2.681527 0.0122 -0.0100 0.0180 0.084
C 4.219642 -4.034524 -1.144204 0.0047 -0.0958 -0.0110 -0.663
C -3.702758 0.691240 -1.892370 0.0328 0.1499 -0.1796 -0.264
C -4.389945 2.506198 -3.345251 0.0271 0.0420 -0.0182 -0.144
H -0.404444 -3.618564 -4.887335 -0.0024 0.0158 0.0069 0.105
H -1.590965 0.634855 6.124249 0.0057 0.0103 -0.0189 0.080
C 5.564962 -2.171560 -4.634688 -0.0862 0.0448 0.0150 -0.031
H 5.139817 -3.158614 -4.773830 -0.0014 0.0218 0.0056 0.108
C -4.693689 1.356545 -2.632974 -0.0444 -0.1188 0.0363 -0.093
C 2.004546 3.173204 3.403225 -0.0438 0.0116 0.0641 -0.651
C -5.403186 -0.583956 -0.520901 0.0726 0.0417 -0.0312 -0.043
C -4.109057 -0.475006 -1.061589 -0.0723 -0.1050 0.1622 -0.244
C -2.719918 3.114620 2.094076 0.0448 0.0394 -0.0185 -0.633
C -0.611245 0.279283 5.796326 -0.0325 -0.0857 -0.0879 -0.029
H 2.651784 1.699699 1.980299 -0.0100 -0.0094 -0.0621 0.069
H -2.161516 0.232772 -4.184053 0.0264 -0.0363 -0.0589 0.093
H -4.986799 -3.513946 1.121241 -0.0056 0.0074 -0.0108 0.088
H 1.354041 3.852666 1.456308 -0.0010 -0.0224 -0.0271 0.081
S 0.163622 -4.493736 -0.732543 0.1534 -0.4978 0.1125 0.559
C 7.461201 -0.695477 -4.627536 0.0575 -0.0215 -0.0138 -0.120
H 0.084428 1.118053 5.805947 0.0181 0.0171 -0.0052 0.074
O -1.153685 0.765771 3.526607 -0.0748 0.1146 -0.0120 -0.117
C -3.197694 1.831961 1.415246 0.0622 0.1370 0.0368 -0.030
C -3.522877 -2.456709 -0.047887 -0.0557 -0.0419 0.0828 -0.146
H -6.125672 0.203829 -0.685831 0.0198 0.0249 -0.0315 0.095
N 0.907942 -2.085581 -4.535547 0.1935 0.2938 0.0907 0.104
H -2.730996 -3.182338 0.120434 -0.0371 0.0139 -0.0037 0.087
C -4.780354 -2.646474 0.507068 -0.0153 0.0333 0.0159 -0.089
C 0.640832 -0.840001 3.941120 0.0377 0.0035 -0.0412 -0.026
H 0.935991 -1.649818 4.611815 0.0088 -0.0276 0.0138 0.087
Si -0.273208 1.839370 2.596944 -0.0002 0.0670 0.0517 -0.023
H 1.719356 4.435452 5.136873 0.0081 -0.0127 -0.0165 0.079
```
Forces are in eV/Å.


[4]
# C2H3BrNO

2 unconnected molecules or ions with the total composition C2H3BrNO in a non-equilibrium geometry (ωB97M-V/def2-TZVPD, the OMol25 dataset).

Results
ΔE to the lowest compared entry with this formula, charge and spin (kcal/mol): 37.60
Net charge: -1
Max |F| (hartree/bohr): 0.060
HOMO (eV): -4.195

Geometry as XYZ:
```
8
Properties=species:S:1:pos:R:3:forces:R:3:lowdin_charge:R:1
H -1.559356 0.744292 -0.481144 0.6727 0.5750 -0.5170 0.081
C -0.461233 0.918593 -0.526152 -0.0231 1.0896 1.0907 -0.065
H 0.819276 -1.413826 -0.215661 -1.2321 2.4014 0.3963 -0.046
O 0.283960 1.133153 1.932447 -0.0372 0.6484 1.2199 -0.076
N 0.157696 0.657475 0.808296 0.2107 -2.0650 -2.2867 -0.345
H -0.062914 1.928342 -0.957963 -0.6583 -2.1733 0.1226 0.109
C 0.375848 -0.276514 -0.034509 0.9613 -0.5781 -0.0009 -0.023
Br 0.446723 -3.691517 -0.525314 0.1059 0.1020 -0.0249 -0.634
```
Forces are in eV/Å.


[5]
# BH22O9

10 unconnected molecules or ions with the total composition BH22O9 in a non-equilibrium geometry (ωB97M-V/def2-TZVPD, the OMol25 dataset).

Results
ΔE to the lowest compared entry with this formula, charge and spin (kcal/mol): 102.51
Net charge: -1
Max |F| (hartree/bohr): 0.245
HOMO (eV): -6.844

Geometry as XYZ:
```
32
Properties=species:S:1:pos:R:3:forces:R:3:lowdin_charge:R:1
H 1.571370 -1.381082 2.448800 1.6131 4.6341 0.3342 0.176
H -1.353866 2.478722 1.342581 -0.7460 0.3974 2.9310 -0.008
H -4.143097 -0.532537 0.028052 0.4197 -0.1137 0.0415 -0.008
H 2.610699 1.036475 -0.607367 1.7339 2.2544 -1.5898 0.034
O -1.180886 2.892556 0.527219 0.0292 -0.1149 -0.9599 -0.062
H 3.373251 -1.992880 -1.329278 0.3152 1.6745 -0.9341 0.125
H -2.401958 -2.069094 1.871401 -0.8436 -0.8632 -2.8199 0.107
O -4.240066 0.422137 -0.015574 2.9063 1.8398 0.0529 -0.124
O 3.003581 -1.091442 -1.587345 6.1969 -1.7640 -0.7156 -0.003
H -0.879099 0.406404 -0.906978 -0.1517 -0.1083 -0.0701 -0.022
H 2.264654 -1.218963 -1.122288 -5.2575 0.4940 3.6113 -0.064
H -0.640921 0.099140 0.990978 -0.4767 -0.0245 1.0290 -0.042
O 3.241320 1.807875 -0.955528 -1.7896 -2.1301 2.1333 -0.139
H 0.149335 0.144425 3.605963 0.4750 1.6678 0.6844 0.029
O 1.933416 -0.327035 2.561025 -0.3578 -7.1263 5.1119 -0.086
H 0.163100 -1.102853 -0.254151 0.7566 -1.6596 -0.3597 -0.049
H 1.775940 0.003195 1.760332 -1.3675 2.3393 -5.5373 -0.109
O -1.680727 0.187979 -3.349730 -5.6182 0.6191 -4.2981 0.027
H -1.135338 0.719420 -3.864177 1.2583 1.5543 -1.7413 0.012
O -2.581660 -2.200258 0.850690 0.0518 -0.3054 3.9250 -0.103
H 1.778510 -1.453230 -2.496011 7.0073 2.2681 7.3105 -0.197
O 1.248971 -1.618456 -3.108203 -8.0846 -2.6214 -9.3344 0.035
H -3.260776 0.837248 -0.020534 -3.2946 -1.7003 -0.0958 0.096
O -0.241570 0.946529 4.027654 -4.5624 -4.1768 -3.2316 -0.030
H 0.819588 0.869615 -0.076665 -0.2620 -0.9260 0.1061 0.008
H -2.142471 -1.401086 0.610993 0.9016 1.2021 -1.1712 -0.059
H 0.282544 1.485273 4.481740 4.0408 2.7580 2.5428 -0.055
H -1.145945 -0.038164 -2.712438 4.3290 -2.2014 5.9363 -0.115
H 0.554397 -2.169064 -2.758709 -0.4362 -0.0810 0.0552 0.051
H 3.344568 2.257678 -0.096443 0.1161 0.1502 -0.6141 0.022
H -0.974455 2.005669 0.214157 0.7345 -0.1492 -1.9150 -0.061
B -0.112407 -0.004197 -0.060165 0.3631 2.2131 -0.4173 -0.386
```
Forces are in eV/Å.


[6]
# C11H13IrN3O5P

A molecular structure, C11H13IrN3O5P in a non-equilibrium geometry (ωB97M-V/def2-TZVPD, the OMol25 dataset).

Results
2S+1: 6
ΔE to the lowest compared entry with this formula, charge and spin (kcal/mol): 0.00
Net charge: +3
<S²>: 8.783
Max |F| (hartree/bohr): 0.111
HOMO (spin up / spin down) (eV): -15.865 / -21.188

Geometry as XYZ:
```
34
Properties=species:S:1:pos:R:3:forces:R:3:lowdin_charge:R:1
O -0.021229 3.101082 -0.079624 0.0246 -3.6795 0.0820 0.242
H 1.495873 1.583289 2.049414 0.0010 0.3290 -0.0469 0.081
C -1.931973 -0.024184 -0.242884 -5.0434 0.0949 -0.2644 -0.215
C 1.434688 0.850429 2.839591 0.1484 0.3115 0.9359 -0.230
H 1.168998 1.106675 6.190301 -0.0371 0.1853 0.2376 0.162
O 3.077570 0.031925 -0.389510 -3.7384 -0.1399 0.3032 0.241
O -0.087559 -1.003489 -2.841220 -0.1207 -1.9379 -1.0081 0.131
C -1.252629 0.404472 5.265978 -0.1302 -0.1400 0.4728 -0.039
H -0.153504 2.860247 5.029737 0.0057 -0.0648 0.0337 0.169
O 0.020565 -3.106899 -0.148438 -0.0199 4.3112 0.1677 0.268
H -0.153973 2.922413 3.263153 -0.0042 0.0657 -0.1611 0.156
N 1.168127 1.485864 4.107703 -2.1974 -2.0438 -0.0364 0.041
H 0.089165 1.018545 -2.607127 -0.0161 -0.9199 0.1821 0.134
O -3.078400 -0.009803 -0.387927 3.9094 -0.0734 0.2476 0.246
H 2.112505 -0.043952 5.232486 0.2475 -0.1067 -0.0003 0.160
C 1.204270 0.540081 5.271402 0.1253 -0.0892 0.4965 -0.039
H -1.285474 0.968477 6.186049 0.0162 0.2038 0.2459 0.162
C -1.505792 0.696937 2.832587 -0.2607 0.1343 1.0388 -0.233
N 0.022820 -0.380390 5.213637 -0.0670 1.5705 -2.2342 0.022
H 2.351577 0.247173 2.841505 -0.0401 0.1304 0.2400 0.140
C -0.000515 -0.009306 -2.146376 0.2010 3.2219 0.2563 -0.339
Ir 0.001832 -0.016652 0.031965 0.0154 0.0317 -2.8243 1.036
C -0.013803 1.948940 -0.021589 -0.0509 4.1120 0.2228 -0.218
H -0.773344 -1.930660 4.049944 -0.6633 -0.6780 0.0214 0.113
P 0.022137 -0.316870 2.417674 0.0497 -0.3795 -0.3866 0.929
C 0.012905 -1.956434 -0.075161 0.0376 -5.7215 -0.1536 -0.222
H -2.090498 -0.276952 5.220849 -0.2272 -0.1216 -0.0008 0.160
C 0.075669 -1.285467 4.035761 -0.1676 1.9908 1.8096 -0.185
H -2.357116 -0.000762 2.828248 0.0993 0.1971 0.2196 0.142
N -1.315331 1.350214 4.103519 2.4304 -1.7285 -0.0219 0.041
C 1.931635 0.001893 -0.243720 4.8092 0.1876 -0.4190 -0.222
H 0.990632 -1.831086 4.051062 0.7684 -0.6155 0.0228 0.112
C -0.119148 2.260652 4.120702 -0.0552 0.9620 0.4333 -0.025
H -1.632579 1.419898 2.044908 -0.0495 0.4000 -0.1120 0.080
```
Forces are in eV/Å.